Entry 1:
The following is a quantum chemistry calculation of C21H48Br2O12S as an isolated structure at a distorted geometry, from OMol25.

## Properties
- LUMO level (hartree) = 0.0011
- HOMO energy (hartree) = -0.3308
- HOMO-LUMO gap (eV) = 9.032
- DFT total energy (a.u.) = -7277.69876

Element x y z (Å)
C: -0.446472 -6.229403 -1.216850
C: -1.434543 -5.395490 -2.252302
Br: -1.263947 -3.436500 -1.794151
C: -2.977249 -5.950521 -2.266976
Br: -3.705838 -5.588425 -4.130015
O: -3.872878 -5.338482 -1.273510
S: -5.455776 -5.784179 -1.836782
O: -5.558524 -7.350895 -1.898888
O: -6.657814 -5.329772 -0.709287
H: -0.566356 -5.890633 -0.098738
H: 0.650939 -6.027871 -1.576991
H: -0.670802 -7.382286 -1.387760
H: -0.993448 -5.595146 -3.343315
H: -2.943629 -7.104388 -2.036382
H: -7.570052 -5.582197 -1.093966
C: 1.506314 -0.355587 -1.216709
O: 1.599498 -0.465081 -2.626204
C: 0.332541 -0.469596 -3.279193
C: 0.385477 0.335767 -4.582497
O: 0.480650 1.755781 -4.406374
C: 1.706992 2.255487 -3.856348
C: 2.922240 2.122919 -4.781132
O: 3.322708 0.758378 -4.901377
C: 3.723146 0.404027 -6.209228
H: 1.210426 -1.316160 -0.786367
H: 2.491533 -0.076433 -0.830528
H: 0.796910 0.425325 -0.923396
H: -0.445042 -0.048959 -2.636601
H: 0.084411 -1.512168 -3.504343
H: -0.562081 0.171789 -5.110727
H: 1.165913 -0.025913 -5.251987
H: 1.895938 1.825741 -2.873603
H: 1.535148 3.324317 -3.687871
H: 3.768246 2.671243 -4.347953
H: 2.686904 2.561109 -5.754455
H: 3.030961 0.801719 -6.966793
H: 3.712226 -0.683947 -6.292868
H: 4.737736 0.765346 -6.407255
C: 0.748158 -0.361728 6.880617
O: 1.868801 -0.718512 6.090545
C: 1.704969 -1.954765 5.400303
C: 2.300091 -1.877251 3.989688
O: 1.555782 -1.068550 3.068535
C: 1.542031 0.343586 3.317196
C: 2.888331 1.043312 3.099285
O: 3.816354 0.689932 4.124322
C: 5.132978 0.499536 3.648252
H: 0.736222 -0.953028 7.800217
H: 0.834751 0.698960 7.135887
H: -0.188199 -0.499337 6.329791
H: 0.649468 -2.227524 5.322744
H: 2.230970 -2.723216 5.976516
H: 2.281637 -2.889730 3.567401
H: 3.348949 -1.581102 4.007110
H: 1.125728 0.561305 4.299774
H: 0.832836 0.758865 2.592696
H: 2.744578 2.129774 3.153761
H: 3.270429 0.793494 2.106138
H: 5.146909 -0.092432 2.720588
H: 5.697335 -0.054433 4.400198
H: 5.619689 1.465843 3.479363
C: -4.637314 4.214179 2.431838
O: -3.443899 4.463785 1.710170
C: -2.265321 4.330388 2.500584
C: -1.141116 3.664188 1.699114
O: -1.333726 2.266175 1.444208
C: -2.399801 1.915445 0.551670
C: -2.168078 2.318286 -0.909032
O: -2.260887 3.733694 -1.066548
C: -1.304771 4.262723 -1.962295
H: -4.879316 5.074223 3.062078
H: -5.445489 4.057751 1.710656
H: -4.552207 3.309241 3.042539
H: -2.456491 3.737689 3.398724
H: -1.954596 5.337772 2.796968
H: -0.225491 3.726008 2.300439
H: -0.927359 4.201766 0.775303
H: -3.355808 2.278710 0.926182
H: -2.460095 0.822095 0.587211
H: -2.949653 1.871193 -1.536152
H: -1.198159 1.938654 -1.240524
H: -0.306552 3.832436 -1.790264
H: -1.231874 5.338837 -1.796563
H: -1.613201 4.082845 -2.997512

Cartesian forces, eV/Å:
C -0.27 0.00 -0.78
C 0.69 -1.41 0.09
Br -0.36 -1.49 -0.54
C 1.02 -0.43 1.01
Br 0.90 -0.34 0.54
O -0.11 -1.05 -0.73
S -2.25 -4.92 -0.92
O 0.77 5.53 0.73
O 0.36 -0.47 -0.41
H 0.10 -0.81 -2.32
H -2.14 -0.33 0.83
H 0.48 2.39 0.61
H -1.21 0.76 2.43
H -0.24 2.26 -0.97
H 2.25 0.28 0.48
C 0.19 -0.16 -0.22
O -0.24 0.37 0.15
C 0.61 0.09 -0.49
C -0.26 -0.01 0.14
O 0.37 -0.24 0.15
C -0.05 0.12 -0.28
C -0.06 -0.40 0.61
O -0.34 0.20 -0.37
C 0.00 0.04 0.08
H -0.08 0.07 0.22
H -0.10 -0.14 -0.12
H -0.08 -0.04 0.06
H -0.05 0.04 0.10
H -0.24 0.10 -0.12
H 0.03 0.14 0.19
H 0.15 -0.06 0.24
H 0.18 -0.22 -0.10
H -0.05 -0.05 -0.19
H -0.14 0.23 -0.01
H -0.05 -0.08 -0.08
H 0.14 0.01 0.11
H 0.06 0.05 0.15
H -0.02 0.01 -0.18
C 0.36 0.05 -0.06
O -0.45 0.00 -0.17
C 0.50 0.43 -0.24
C -0.23 -0.13 -0.03
O 0.28 0.13 0.41
C 0.07 0.05 -0.35
C -0.33 -0.11 0.69
O 0.06 -0.29 -0.44
C -0.09 0.05 0.03
H -0.21 0.00 0.07
H 0.11 -0.19 0.00
H -0.02 -0.07 0.04
H -0.08 0.03 0.01
H -0.05 -0.23 -0.14
H -0.18 0.14 0.03
H -0.06 0.16 0.23
H 0.27 0.02 0.11
H 0.10 -0.11 -0.07
H -0.17 0.00 -0.21
H 0.08 -0.10 -0.01
H -0.01 0.15 0.09
H -0.09 0.11 0.07
H 0.12 -0.06 -0.13
C 0.13 0.16 -0.29
O -0.05 -0.41 0.27
C 0.07 -0.02 -0.70
C 0.01 -0.07 0.24
O -0.23 0.35 -0.17
C 0.22 -0.15 -0.18
C -0.53 0.36 0.43
O 0.47 -0.24 0.14
C -0.07 -0.02 -0.06
H -0.13 -0.08 0.16
H 0.17 0.13 0.05
H 0.01 0.04 0.08
H -0.06 -0.05 0.04
H 0.22 -0.05 0.16
H -0.17 -0.14 0.05
H -0.28 0.06 -0.01
H 0.02 0.24 -0.16
H 0.19 0.07 -0.02
H 0.08 -0.25 0.07
H 0.11 0.09 -0.01
H -0.16 -0.02 -0.09
H -0.16 -0.04 0.03
H 0.21 -0.02 -0.05



Entry 2:
The following is a quantum chemistry calculation of C21H48ClNO2P3Ru as an isolated structure at a distorted geometry, from OMol25.

## Properties
- 2S+1 = 5
- LUMO level (spin up / spin down) (hartree) = -0.3767 / -0.5408
- HOMO energy (spin up / spin down) (hartree) = -0.5902 / -0.6428
- HOMO-LUMO gap (spin up / spin down) (eV) = 5.810 / 2.777
- total charge = +3
- ⟨S²⟩ = 6.045
- DFT total energy (a.u.) = -2612.23952

Element x y z (Å)
C: 3.809747 3.063387 -4.391382
C: 2.733719 2.260843 -3.743148
H: 3.646479 4.108922 -4.144210
H: 3.782444 2.936728 -5.476277
H: 4.789471 2.748760 -4.025048
O: 1.814650 2.685270 -3.067431
Cl: 2.878296 0.502177 -4.030994
Ru: -0.291005 -0.379972 0.340417
P: -1.515660 -0.100088 -1.641185
C: -3.140659 0.745874 -1.400227
C: -0.946855 0.640837 -3.209806
H: -1.694517 0.520766 -4.021762
H: -2.712865 -1.756359 -3.038742
H: -0.002021 0.177629 -3.532617
H: -1.125052 -2.344572 -2.445621
H: -2.950910 1.810783 -1.200221
H: -0.747604 1.714976 -3.072293
C: -2.027964 -1.779260 -2.177367
H: -3.784166 0.659652 -2.291037
H: -2.516510 -2.293335 -1.339655
H: -3.681865 0.326726 -0.539896
P: 1.715375 -0.084839 1.436251
C: 1.521028 0.777675 3.065052
C: 2.283521 -1.766342 1.907674
H: 3.534682 0.202831 -0.148950
H: 4.097511 0.556739 1.515958
H: 3.096570 1.747502 0.627574
C: 3.254553 0.672244 0.806211
H: 2.528647 -2.321007 0.991526
H: 3.163380 -1.741444 2.568097
H: 2.422302 0.687442 3.693110
H: 0.658821 0.383665 3.624457
H: 1.457911 -2.286469 2.408999
H: 1.325450 1.843997 2.873399
C: -1.023812 1.076531 1.161720
O: -1.501096 1.960349 1.760904
C: -2.927508 -5.109876 2.507058
C: -1.825218 -4.220341 1.891952
C: -0.437461 -4.744497 2.325884
C: -1.878272 -4.367029 0.355653
P: -2.075864 -2.443187 2.464190
N: -1.128956 -1.627378 1.399137
C: -3.865481 -1.801209 2.198762
C: -4.762178 -2.351744 3.340542
C: -3.995203 -0.272973 2.235933
C: -4.447508 -2.264514 0.855332
C: -1.426467 -2.118894 4.259975
C: -2.129433 -3.136741 5.190808
C: 0.069728 -2.295398 4.527483
C: -1.796335 -0.677840 4.683307
H: -2.700326 -6.148633 2.230167
H: -3.915803 -4.858824 2.103703
H: -2.936284 -5.027047 3.599731
H: -0.330829 -5.757887 1.923146
H: 0.378658 -4.137967 1.910501
H: -0.343184 -4.829227 3.412230
H: -2.844968 -4.090821 -0.076809
H: -1.081038 -3.797046 -0.138613
H: -1.720136 -5.427348 0.114074
H: -4.519381 -1.880969 4.307093
H: -5.801903 -2.072928 3.097310
H: -4.708653 -3.451322 3.422894
H: -3.464811 0.229376 1.429767
H: -5.067768 -0.034829 2.119778
H: -3.666862 0.171161 3.182011
H: -3.910362 -1.838630 0.005922
H: -4.525342 -3.355620 0.758394
H: -5.476871 -1.875052 0.802990
H: -1.756861 -4.157098 5.014800
H: -1.877717 -2.858445 6.227009
H: -3.220326 -3.112817 5.079397
H: 0.683828 -1.499488 4.105021
H: 0.211898 -2.212764 5.624293
H: 0.468021 -3.277212 4.246017
H: -1.431259 0.079905 3.970094
H: -2.873703 -0.557539 4.834387
H: -1.322357 -0.481013 5.653890

Cartesian forces, eV/Å:
C -0.11 1.20 0.26
C 0.35 -1.42 -0.47
H 0.09 0.16 -0.06
H -0.24 -0.29 -0.03
H -0.09 -0.30 0.15
O 0.80 -0.70 -0.62
Cl -0.56 1.51 0.54
Ru 0.12 0.01 -0.81
P -2.30 -0.25 -1.23
C 0.21 0.16 0.06
C 0.54 0.34 -0.28
H 0.32 -0.01 0.61
H 0.26 0.12 0.24
H -0.36 -0.02 0.08
H -0.27 -0.01 -0.03
H -0.15 -0.24 -0.05
H -0.21 -0.26 0.00
C 0.24 -0.10 0.06
H 0.36 -0.01 0.24
H 0.20 0.17 -0.33
H 0.26 0.11 -0.35
P 1.85 -0.11 2.43
C -0.17 0.14 -0.23
C -0.17 -0.11 -0.25
H -0.03 0.10 0.29
H -0.59 -0.05 -0.23
H 0.06 -0.32 0.09
C 0.08 0.34 -0.55
H 0.07 0.05 0.23
H -0.25 0.09 -0.24
H -0.25 -0.02 -0.35
H 0.37 0.17 -0.31
H 0.37 0.16 -0.20
H 0.13 -0.26 0.10
C -1.65 3.18 2.23
O 1.60 -2.80 -2.07
C 0.15 0.06 -0.03
C -0.13 -0.55 -0.03
C -0.17 0.10 0.14
C -0.10 0.20 -0.07
P 0.02 -0.05 0.32
N -0.09 0.38 0.25
C -0.31 -0.33 0.61
C -0.06 -0.07 -0.02
C 0.09 0.28 0.32
C -0.18 -0.24 0.03
C -0.64 -0.22 0.24
C -0.17 0.07 -0.01
C 0.47 -0.09 0.07
C -0.11 -0.12 -0.10
H -0.11 0.22 0.14
H 0.25 -0.18 0.16
H -0.16 -0.22 -0.33
H -0.04 0.16 0.02
H -0.17 -0.13 0.19
H 0.03 0.03 -0.26
H 0.28 -0.03 0.11
H -0.15 -0.10 0.10
H -0.01 0.24 0.15
H -0.18 -0.26 -0.42
H 0.37 -0.16 0.11
H -0.15 0.60 0.10
H 0.02 -0.10 -0.01
H 0.42 -0.12 0.04
H -0.15 -0.12 -0.33
H 0.02 -0.17 0.08
H 0.06 0.40 0.00
H 0.31 -0.10 0.04
H -0.15 0.37 0.17
H -0.15 -0.14 -0.32
H 0.45 -0.19 0.23
H -0.13 -0.24 -0.07
H -0.21 -0.06 -0.52
H -0.08 0.41 0.02
H -0.21 -0.23 0.24
H 0.27 0.04 -0.06
H -0.05 -0.06 -0.22



Values of molar mass, in order: 684.478 576.065, all in g/mol.